Entry 1:
Entry from OMol25: a cluster of 2 separate species, C5H8O2 in total in a non-equilibrium geometry (ωB97M-V/def2-TZVPD).

```
! wB97M-V def2-TZVPD RIJCOSX def2/J DEFGRID3
* xyz 0 1
O 2.587 0.558 0.513
O -1.673 -2.538 -0.694
C -0.536 0.454 -0.563
C -1.864 0.942 -0.180
C 0.336 -0.070 0.297
C -1.651 -1.692 0.068
C 1.727 -0.396 -0.089
H -0.284 0.668 -1.598
H 0.081 -0.142 1.356
H 1.978 -1.416 0.242
H -2.653 1.067 -0.931
H 3.493 0.262 0.373
H -1.140 1.845 -0.132
H -2.244 0.736 0.821
H 1.802 -0.376 -1.188
*
```

Output
ΔE to the lowest compared entry with this formula, charge and spin   289.62 kJ/mol
Frontier orbital gap   9.75 eV
LUMO level   0.954 eV

***

Entry 2:
Entry from OMol25: an isolated molecule of C23H29NO2 (ωB97M-V/def2-TZVPD).

```
! wB97M-V def2-TZVPD RIJCOSX def2/J DEFGRID3
* xyz 0 1
O -2.964 -0.882 -1.441
O 0.632 -2.085 -1.455
N 0.154 3.007 -0.315
C 0.258 2.352 -1.598
C -3.500 -0.990 -0.186
C 3.562 -0.432 -0.195
C -4.091 -2.140 0.316
C 1.090 2.443 0.631
C -4.477 -1.046 2.419
C -2.753 1.352 0.088
C 4.277 0.363 0.693
C -1.940 2.145 0.780
C 0.633 -1.282 -0.300
C -3.030 -1.995 -2.300
C 3.824 -1.797 -0.224
C 1.098 0.170 -0.546
C -3.884 0.101 1.925
C 0.146 0.822 -1.565
C 5.215 -0.194 1.545
C 0.999 0.919 0.790
C -4.579 -2.164 1.613
C -3.393 0.155 0.627
C 5.456 -1.556 1.518
C 4.760 -2.356 0.627
C 2.536 0.164 -1.115
C -1.183 3.299 0.182
H 2.517 -0.418 -2.040
H 0.012 -1.696 -2.082
H -4.175 -3.028 -0.291
H -0.513 2.757 -2.259
H -2.930 1.541 -0.963
H -0.878 0.547 -1.310
H -5.040 -3.066 1.987
H 0.936 2.921 1.601
H -2.582 -1.670 -3.238
H 2.822 1.187 -1.360
H 2.093 2.711 0.282
H 6.189 -1.992 2.182
H 0.363 0.449 -2.570
H -4.064 -2.301 -2.486
H 5.761 0.439 2.230
H -0.374 -1.262 0.146
H 1.306 -1.773 0.406
H -2.464 -2.844 -1.902
H 4.107 1.430 0.715
H -4.859 -1.067 3.429
H 0.042 0.667 1.250
H -1.746 3.715 -0.658
H 1.232 2.635 -2.017
H -3.814 0.984 2.543
H -1.746 1.939 1.824
H 3.287 -2.424 -0.921
H 1.790 0.578 1.461
H -1.068 4.084 0.938
H 4.951 -3.419 0.593
*
```

Output
SMILES   COc1ccccc1/C=C/CN1CCC(CO)(Cc2ccccc2)CC1
ΔE to the lowest compared entry with this formula, charge and spin   213.99 kJ/mol
Frontier orbital gap   8.69 eV
LUMO level   0.709 eV

***

Entry 3:
Entry from OMol25: a structure of composition C33H21MoN7O6S (ωB97M-V/def2-TZVPD).

```
! wB97M-V def2-TZVPD RIJCOSX def2/J DEFGRID3
* xyz 0 3
Mo -0.219 -0.230 -0.292
S -2.883 2.470 -3.113
O 1.520 -0.641 1.065
O -0.839 -1.568 1.025
O 4.045 1.702 -2.097
O 1.303 0.801 -1.106
O 4.473 -1.048 1.799
O 5.987 0.556 -0.168
N -1.831 2.286 2.948
N -1.150 1.127 1.227
N 1.008 2.440 3.883
N 2.016 -3.703 -1.338
N 0.806 -1.901 -1.273
N 1.597 2.388 1.757
N -1.136 1.442 -1.535
C -3.541 -0.702 -3.256
C 1.052 -3.046 -0.656
C -0.722 5.580 -1.693
C 0.405 -3.580 0.544
C -2.530 1.073 1.283
C -2.130 1.141 -2.320
C 4.797 0.413 -0.147
C -0.502 -2.814 1.304
C -0.898 2.821 -1.507
C 0.164 4.858 -0.886
C 0.664 -4.899 0.931
C 4.003 -0.401 0.897
C -2.966 1.789 2.347
C 3.783 1.013 -1.135
C 0.612 2.225 2.595
C 0.094 3.483 -0.786
C -2.545 -0.248 -2.394
C 0.071 -5.467 2.038
C 2.348 2.738 3.840
C 2.508 0.561 -0.627
C -0.820 -4.703 2.788
C 2.592 -0.202 0.517
C -1.857 -1.069 -1.493
C -3.242 -2.884 -2.330
C 1.640 -1.823 -2.368
C -2.249 -2.411 -1.484
C -1.698 4.932 -2.422
C -3.890 -2.038 -3.226
C -1.775 3.546 -2.317
C -0.757 1.872 2.236
C -1.102 -3.404 2.425
C 2.398 -2.941 -2.421
C 2.689 2.705 2.521
H 0.936 5.384 -0.339
H -1.813 2.936 3.713
H -1.298 -5.129 3.661
H 1.337 -5.513 0.344
H -0.637 6.656 -1.756
H 2.440 -4.565 -1.051
H 2.920 2.925 4.731
H 3.655 2.885 2.078
H 0.796 2.926 -0.185
H 0.480 2.284 4.723
H 1.634 -0.963 -3.014
H -3.515 -3.932 -2.291
H -1.794 -2.798 2.995
H 0.293 -6.488 2.313
H -4.656 -2.420 -3.887
H -4.032 -0.021 -3.942
H -1.782 -3.115 -0.809
H 3.170 -3.252 -3.102
H -2.381 5.481 -3.057
H -3.092 0.495 0.569
H -3.952 1.986 2.725
*
```

Output
ΔE to the lowest compared entry with this formula, charge and spin   72.11 kJ/mol
Frontier orbital gap (alpha / beta)   6.92 / 6.74 eV
LUMO level (alpha / beta)   -0.067 / -0.664 eV

***

Entry 4:
Entry from OMol25: a structure of composition C15H15HoN in a non-equilibrium geometry (ωB97M-V/def2-TZVPD).

```
! wB97M-V def2-TZVPD RIJCOSX def2/J DEFGRID3
* xyz -1 5
Ho -1.540 -0.333 0.024
N -0.010 0.352 -1.668
C 0.750 -0.091 0.648
C 1.477 0.172 1.859
C -3.114 -1.086 -1.664
C -1.713 -2.678 -0.683
C -1.885 -1.824 -1.829
C 3.217 -0.427 3.443
C 1.173 1.315 2.642
C 0.646 0.188 -0.597
C -0.437 2.497 -3.469
C -2.836 -2.473 0.186
C 1.957 1.630 3.746
C 2.977 0.759 4.152
C 0.705 1.897 -3.848
C 2.467 -0.730 2.309
C -3.711 -1.512 -0.427
H -0.422 3.233 -2.665
H 0.331 1.947 2.333
H -0.945 -3.446 -0.573
H 2.630 -1.647 1.732
H 1.770 2.562 4.286
H -3.031 -3.016 1.113
H -3.543 -0.388 -2.385
H 0.757 1.170 -4.663
H 1.679 2.294 -3.545
H -1.409 2.231 -3.886
H 3.999 -1.115 3.770
H 3.584 1.007 5.015
H 0.412 0.540 -2.590
H -4.683 -1.197 -0.045
H -1.253 -1.829 -2.718
*
```

Output
ΔE to the lowest compared entry with this formula, charge and spin   23.72 kJ/mol
Frontier orbital gap (alpha / beta)   3.60 / 5.67 eV
LUMO level (alpha / beta)   3.375 / 3.110 eV

***

Entry 5:
Entry from OMol25: a cluster of 2 separate species, C5H12O in total (ωB97M-V/def2-TZVPD).

```
! wB97M-V def2-TZVPD RIJCOSX def2/J DEFGRID3
* xyz 0 1
O -1.673 -2.180 0.764
C 0.727 0.326 -0.295
C 0.162 2.146 1.375
C 0.542 -1.861 -1.526
C 0.241 -0.570 -1.399
C -0.372 1.222 0.285
H -1.324 -1.976 -0.116
H 1.535 0.961 -0.687
H -0.612 2.829 1.742
H 0.993 2.756 1.000
H -0.883 -2.428 1.258
H 0.534 1.572 2.231
H -1.178 0.589 0.680
H 1.186 -2.362 -0.802
H -0.406 -0.100 -2.143
H 0.166 -2.465 -2.347
H -0.809 1.823 -0.524
H 1.169 -0.283 0.506
*
```

Output
SMILES   C=CCCC.O
ΔE to the lowest compared entry with this formula, charge and spin   71.51 kJ/mol
Frontier orbital gap   11.03 eV
LUMO level   1.028 eV

***

Entry 6:
Entry from OMol25: an isolated molecule of C3H11N3 in a non-equilibrium geometry (ωB97M-V/def2-TZVPD).

```
! wB97M-V def2-TZVPD RIJCOSX def2/J DEFGRID3
* xyz 0 1
N 1.084 0.458 -1.652
N -1.237 0.454 1.382
N 1.622 0.535 0.551
C 0.548 0.824 -0.370
C -0.814 0.131 0.006
C -0.789 -1.395 -0.125
H 0.381 1.908 -0.370
H -1.584 0.513 -0.676
H 1.502 -0.464 -1.594
H -0.050 -1.854 0.540
H -1.229 1.467 1.506
H 1.718 -0.467 0.670
H -0.558 0.080 2.042
H -0.558 -1.700 -1.151
H 0.345 0.416 -2.347
H 1.387 0.914 1.464
H -1.768 -1.821 0.123
*
```

Output
SMILES   C[C@@H](N)C(N)N
ΔE to the lowest compared entry with this formula, charge and spin   42.78 kJ/mol
Frontier orbital gap   9.78 eV
LUMO level   0.997 eV